No. 1
{
  "formula": "C3H4O4",
  "method": "ωB97M-V/def2-TZVPD",
  "species": ["O", "C", "O", "C", "C", "O", "O", "H", "H", "H", "H"],
  "positions_angstrom": [[-0.24390, -1.78290, 0.32104], [-0.67234, -0.68322, 0.24350], [-2.19012, -0.31879, -0.25295], [-0.29204, 0.65155, -0.10068], [1.42286, 0.63037, 0.16883], [1.96198, 1.58551, 0.68089], [2.16581, -0.38188, -0.34009], [-2.78051, -0.81107, 0.34802], [-0.39327, 0.89786, -1.15464], [-0.60307, 1.37917, 0.64569], [1.62460, -1.16659, -0.55961]],
  "nbo_charge": [-0.489, 0.830, -0.820, -0.604, 0.772, -0.563, -0.677, 0.473, 0.293, 0.284, 0.500],
  "smiles": "O=C(O)CC(=O)O",
  "homo_lumo_gap_ha": 0.3691,
  "e_homo_ev": -10.276,
  "relative_energy_kj_mol": 180.3,
  "e_lumo_ev": -0.23
}

=====

No. 2
{
  "formula": "C3H4O4Rb",
  "method": "ωB97M-V/def2-TZVPD",
  "species": ["O", "Rb", "H", "C", "H", "C", "H", "H", "O", "C", "O", "O"],
  "positions_angstrom": [[2.15955, -1.18118, 0.81722], [-0.78968, -2.58316, 0.24196], [3.63062, -0.05541, 1.67484], [2.95440, -0.15474, 0.79932], [-3.08869, 1.20736, 0.52790], [3.03607, 0.81463, -0.15352], [2.17311, 1.08198, -0.77071], [3.97276, 1.35499, -0.30022], [-3.00266, -1.11589, -1.31063], [-3.59631, -0.15885, -0.75074], [-4.53758, 0.52605, -1.15165], [-2.91158, 0.26421, 0.37624]],
  "nbo_charge": [-0.889, 0.980, 0.073, 0.232, 0.478, -0.747, 0.176, 0.168, -0.857, 0.944, -0.769, -0.789],
  "homo_lumo_gap_ha": 0.1670,
  "e_homo_ev": -2.905,
  "relative_energy_kj_mol": 0.0,
  "e_lumo_ev": 1.64,
  "charge": -1
}

=====

No. 3
{
  "formula": "C3H4O4S",
  "method": "ωB97M-V/def2-TZVPD",
  "species": ["C", "C", "C", "O", "O", "O", "O", "S", "H", "H", "H", "H"],
  "positions_angstrom": [[-1.15663, 0.61379, 0.34962], [-0.23583, -0.50382, 0.12741], [0.13120, -0.54791, -1.39373], [-2.18885, 0.94259, -0.12027], [1.79962, 1.24568, 0.50821], [1.20294, -0.29615, 2.37336], [-0.50876, 1.26910, 1.33819], [0.88832, 0.39430, 1.19424], [-0.51194, -1.45557, 0.66605], [-0.75486, -0.58814, -2.07415], [0.76929, -1.44087, -1.57401], [0.56549, 0.36699, -1.39492]],
  "nbo_charge": [0.758, -0.584, -0.596, -0.500, -0.884, -0.871, -0.650, 2.344, 0.283, 0.246, 0.230, 0.224],
  "homo_lumo_gap_ha": 0.4351,
  "e_homo_ev": -11.461,
  "relative_energy_kj_mol": 145.3,
  "e_lumo_ev": 0.38
}

=====

No. 4
{
  "formula": "C3H4O4S",
  "method": "ωB97M-V/def2-TZVPD",
  "species": ["C", "C", "C", "O", "O", "O", "O", "S", "H", "H", "H", "H"],
  "positions_angstrom": [[3.07783, -1.99002, -0.98949], [-0.01034, 0.35413, -0.62075], [-1.00450, 0.56575, 0.48114], [1.20448, 0.82090, -0.29764], [3.36135, 1.70717, -1.19409], [3.14869, -0.80668, -0.63041], [-0.23725, -0.15270, -1.68652], [2.43342, 0.67106, -1.47042], [2.50143, -2.20218, -1.91252], [-1.93652, 0.05920, 0.23695], [-1.18121, 1.63715, 0.58843], [-0.59617, 0.19715, 1.42144]],
  "nbo_charge": [0.100, 0.795, -0.719, -0.688, -0.824, -0.702, -0.575, 1.744, 0.128, 0.246, 0.248, 0.247],
  "homo_lumo_gap_ha": [0.2483, 0.3661],
  "s_squared": 2.01,
  "e_homo_ev": [-6.862, -11.153],
  "multiplicity": 3,
  "e_lumo_ev": [-0.11, -1.19]
}

=====

No. 5
{
  "formula": "C3H4O4Sm",
  "method": "ωB97M-V/def2-TZVPD",
  "species": ["O", "C", "C", "O", "O", "C", "Sm", "H", "H", "H", "O", "H"],
  "positions_angstrom": [[0.39780, -1.39179, 0.19225], [1.23063, -0.40677, -0.03212], [-0.93534, -0.95830, -0.06605], [2.43994, -0.52404, 0.09437], [0.61790, 0.73226, -0.24697], [-0.80488, 0.51016, -0.34874], [4.86923, 0.55337, 0.05081], [-1.39223, -1.56336, -0.85126], [-1.19331, 0.91671, -1.28558], [-1.61332, -0.77784, 0.97724], [-1.59363, 1.04488, 0.89032], [-2.02280, 1.86473, 0.62574]],
  "nbo_charge": [-0.438, 1.024, -0.163, -0.756, -0.465, 0.314, 0.985, 0.232, 0.212, 0.284, -0.720, 0.492],
  "homo_lumo_gap_ha": [0.2327, 0.4090],
  "s_squared": 15.76,
  "e_homo_ev": [-9.377, -14.739],
  "multiplicity": 8,
  "relative_energy_kj_mol": 35.9,
  "e_lumo_ev": [-3.05, -3.61],
  "charge": 1
}

=====

No. 6
{
  "formula": "C3H4O5Pb",
  "method": "ωB97M-V/def2-TZVPD",
  "species": ["C", "C", "O", "C", "O", "O", "O", "H", "H", "H", "O", "H", "Pb"],
  "positions_angstrom": [[0.49590, 2.07958, 1.02572], [1.49680, 1.64996, 0.24010], [1.65980, 0.41413, -0.36768], [0.90390, -0.09397, -1.36033], [0.38352, -1.20894, -1.03191], [0.53845, 0.59138, -2.31891], [-0.75032, 1.63397, 1.15062], [0.71221, 2.98225, 1.60987], [2.25885, 2.35402, -0.08981], [-1.02321, 0.75509, 0.50479], [-2.55776, -0.87352, -0.00375], [-3.36208, -0.46362, -0.32113], [-1.40526, -2.15596, -0.90638]],
  "lowdin_charge": [-0.217, -0.118, 0.023, -0.716, -0.314, 0.073, -0.023, 0.124, 0.117, 0.181, -0.518, -0.007, 1.396],
  "homo_lumo_gap_ha": 0.2635,
  "e_homo_ev": -8.328,
  "e_lumo_ev": -1.16
}

=====

No. 7
{
  "formula": "C3H4O5Sm",
  "method": "ωB97M-V/def2-TZVPD",
  "species": ["C", "C", "O", "C", "O", "O", "O", "H", "H", "H", "O", "H", "Sm"],
  "positions_angstrom": [[-2.62487, 0.62984, -0.00987], [-2.28514, -0.74223, 0.06203], [-1.12707, -1.34314, 0.23864], [0.13616, -0.94886, -0.16049], [0.99129, -1.82795, -0.24694], [0.41256, 0.27458, -0.10890], [-1.84281, 1.62831, -0.09294], [-3.69134, 0.83948, -0.12725], [-3.09054, -1.45668, -0.11054], [-0.87070, 1.31865, -0.11101], [5.12810, 0.79057, -0.00469], [5.77904, 0.78668, 0.69549], [3.08529, 0.05075, -0.02353]],
  "mulliken_spin": [0.224, 0.406, 0.120, 0.004, 0.020, 0.010, 0.207, 0.010, 0.014, -0.007, -0.023, 0.000, 6.015],
  "homo_lumo_gap_ha": [0.2529, 0.2176],
  "s_squared": 15.76,
  "e_homo_ev": [-10.767, -13.056],
  "multiplicity": 8,
  "e_lumo_ev": [-3.89, -7.14],
  "charge": 1
}

=====

No. 8
{
  "formula": "C3H4O6S",
  "method": "ωB97M-V/def2-TZVPD",
  "species": ["C", "C", "C", "O", "O", "O", "O", "O", "O", "S", "H", "H", "H", "H"],
  "positions_angstrom": [[2.82414, -0.53668, 0.69786], [0.91497, 0.72799, -0.48546], [1.45471, -0.43558, -0.05245], [3.11352, -1.76065, 0.86619], [-3.80955, 1.29607, -0.92240], [3.43992, 0.47500, 1.11226], [-4.14836, -0.32799, 1.07963], [1.09209, -1.64857, -0.38650], [-1.77497, 0.39902, 0.57180], [-3.07798, -0.10750, 0.10088], [-3.16094, 1.41658, -1.70019], [1.39110, 1.59240, -0.09109], [-0.09795, 0.99024, -0.81395], [1.83930, -2.08033, 0.02340]],
  "nbo_charge": [0.707, -0.560, 0.212, -0.800, -1.033, -0.753, -1.033, -0.703, -0.997, 1.629, 0.438, 0.189, 0.218, 0.486],
  "homo_lumo_gap_ha": 0.2743,
  "e_homo_ev": -1.317,
  "relative_energy_kj_mol": 0.0,
  "e_lumo_ev": 6.15,
  "charge": -2
}

=====

No. 9
{
  "formula": "C3H4OP2",
  "method": "ωB97M-V/def2-TZVPD",
  "species": ["C", "P", "C", "P", "C", "O", "H", "H", "H", "H"],
  "positions_angstrom": [[-1.83283, -0.98440, -0.09201], [-2.33534, 0.62119, 0.01914], [-0.81612, 1.40730, -0.34044], [0.56328, 0.57599, 0.15810], [0.69544, -1.02154, -0.30736], [1.89963, 1.57017, -0.08610], [-2.24034, -1.96899, 0.09349], [-0.67917, 2.54812, -0.23324], [0.19826, -1.89464, -0.09877], [2.64930, 1.34238, 0.56697]],
  "nbo_charge": [-0.616, 0.760, -1.196, 1.494, -0.687, -0.942, 0.195, 0.275, 0.206, 0.512],
  "smiles": "C#P=CP(#C)O",
  "homo_lumo_gap_ha": [0.2535, 0.2634],
  "e_homo_ev": [-8.163, -8.052],
  "relative_energy_kj_mol": 549.9,
  "e_lumo_ev": [-1.26, -0.88]
}

=====

No. 10
{
  "formula": "C3H4OS",
  "method": "ωB97M-V/def2-TZVPD",
  "species": ["C", "C", "C", "O", "S", "H", "H", "H", "H"],
  "positions_angstrom": [[1.70737, 0.93809, 2.03106], [0.88925, 0.04582, 2.07114], [-0.66346, -0.61728, -0.81815], [0.83841, -2.50304, 1.76799], [-0.05364, -1.34391, 1.91695], [2.25468, 1.74571, 2.45388], [-0.02093, 0.09267, -1.25828], [-1.47880, -0.09783, -0.37784], [-0.92606, -1.52997, -1.28706]],
  "nbo_charge": [-0.127, -0.385, -0.502, -0.809, 1.077, 0.238, 0.172, 0.159, 0.176],
  "homo_lumo_gap_ha": [0.3161, 0.2880],
  "e_homo_ev": [-8.813, -9.198],
  "relative_energy_kj_mol": 513.3,
  "e_lumo_ev": [-0.21, -1.36]
}

=====

No. 11
{
  "formula": "C3H4OS",
  "method": "ωB97M-V/def2-TZVPD",
  "species": ["C", "C", "O", "C", "S", "H", "H", "H", "H"],
  "positions_angstrom": [[0.18999, 0.84580, -0.79353], [-0.24139, 0.20323, 0.53199], [-0.86091, 0.68576, 1.44482], [0.12192, -1.21303, 0.83946], [0.08707, -2.32948, -0.33376], [1.28162, 0.78389, -1.01091], [-0.07046, 1.92782, -0.82458], [-0.31584, 0.49925, -1.75416], [-0.19200, -1.40325, 1.90067]],
  "nbo_charge": [-0.746, 0.512, -0.495, -0.378, 0.131, 0.246, 0.241, 0.260, 0.229],
  "smiles": "CC(=O)C=S",
  "homo_lumo_gap_ha": 0.2907,
  "e_homo_ev": -9.220,
  "relative_energy_kj_mol": 107.5,
  "e_lumo_ev": -1.31
}

=====

No. 12
{
  "formula": "C3H4OS",
  "method": "ωB97M-V/def2-TZVPD",
  "species": ["C", "C", "C", "O", "S", "H", "H", "H", "H"],
  "positions_angstrom": [[-1.77433, -1.02271, -0.06879], [-0.84461, -0.25402, 0.38535], [0.40718, 0.44204, 0.42043], [-3.21220, 1.12412, 0.88694], [-2.46072, -0.05429, 1.33589], [-1.67377, -1.89279, -1.08424], [1.13108, 0.02869, -0.30100], [0.85502, 0.54686, 1.40223], [0.07907, 1.44411, 0.07465]],
  "nbo_charge": [-0.393, -0.132, -0.677, -0.948, 1.168, 0.245, 0.236, 0.245, 0.258],
  "homo_lumo_gap_ha": 0.3593,
  "e_homo_ev": -9.172,
  "relative_energy_kj_mol": 318.0,
  "e_lumo_ev": 0.60
}

=====

No. 13
{
  "formula": "C3H4OS",
  "method": "ωB97M-V/def2-TZVPD",
  "species": ["C", "C", "C", "O", "S", "H", "H", "H", "H"],
  "positions_angstrom": [[0.02264, 2.27959, -0.08824], [-0.57579, -1.52811, 0.11572], [0.54640, -0.58374, -0.03033], [1.01456, 2.50207, -0.75088], [0.83529, -1.54826, 1.31302], [-1.01514, 2.69302, -0.14423], [-1.38063, -1.29440, 0.80309], [-0.68495, -2.39214, -0.51113], [1.23763, -0.12803, -0.70704]],
  "nbo_charge": [0.349, -0.473, -0.410, -0.485, 0.212, 0.132, 0.222, 0.214, 0.239],
  "homo_lumo_gap_ha": [0.2856, 0.3372],
  "s_squared": 2.01,
  "e_homo_ev": [-7.133, -9.579],
  "multiplicity": 3,
  "relative_energy_kj_mol": 207.0,
  "e_lumo_ev": [0.64, -0.40]
}

=====

No. 14
{
  "formula": "C3H4OS2",
  "method": "ωB97M-V/def2-TZVPD",
  "species": ["C", "C", "C", "O", "S", "S", "H", "H", "H", "H"],
  "positions_angstrom": [[-1.53535, -1.65662, 1.13292], [-1.59431, -1.04056, -0.02261], [1.94586, 1.02655, -0.90819], [0.26137, 2.40846, 0.21823], [-1.90658, -0.42293, -1.38182], [1.44551, 2.57041, -0.67403], [-1.10323, -1.20199, 2.00377], [-1.88813, -2.64527, 1.43938], [2.86531, 0.70152, -1.48594], [1.50956, 0.26043, -0.32171]],
  "nbo_charge": [-0.623, -0.072, -0.701, -0.908, 0.191, 1.147, 0.248, 0.256, 0.230, 0.231],
  "homo_lumo_gap_ha": 0.2952,
  "e_homo_ev": -8.491,
  "relative_energy_kj_mol": 349.1,
  "e_lumo_ev": -0.46
}

=====

No. 15
{
  "formula": "C3H4OS2",
  "method": "ωB97M-V/def2-TZVPD",
  "species": ["O", "C", "S", "C", "C", "S", "H", "H", "H", "H"],
  "positions_angstrom": [[-2.91401, -0.60163, -0.56816], [-1.76813, -0.22208, -0.58292], [-0.40005, -0.87771, -1.57468], [0.89469, -0.49833, -0.23970], [0.59857, 0.76296, 0.68898], [-1.25432, 1.05362, 0.73649], [1.81555, -0.50788, -0.76460], [0.84936, -1.55774, 0.12512], [1.04752, 0.72872, 1.84443], [1.13082, 1.72008, 0.33504]],
  "nbo_charge": [-0.530, 0.289, 0.195, -0.510, -0.558, 0.162, 0.230, 0.238, 0.252, 0.232],
  "smiles": "O=C1SCCS1",
  "homo_lumo_gap_ha": 0.3568,
  "e_homo_ev": -9.322,
  "relative_energy_kj_mol": 115.2,
  "e_lumo_ev": 0.39
}

=====

No. 16
{
  "formula": "C3H4OS2",
  "method": "ωB97M-V/def2-TZVPD",
  "species": ["C", "C", "C", "S", "O", "S", "H", "H", "H", "H"],
  "positions_angstrom": [[-0.15944, -0.03882, -0.22807], [1.13966, 0.12888, 0.49195], [1.94051, 1.17966, 0.42857], [2.03201, 2.12845, -1.38054], [3.18081, 1.44294, -1.89552], [1.98433, 3.94251, -2.13229], [-0.36030, 0.96181, -0.73473], [-0.84172, -0.18193, 0.61114], [-0.12202, -0.98479, -0.96085], [1.28202, -0.37565, 1.34245]],
  "nbo_charge": [-0.630, -0.399, -0.019, 1.211, -0.841, -0.263, 0.224, 0.232, 0.238, 0.246],
  "smiles": "CC=C=S(=O)=S",
  "homo_lumo_gap_ha": [0.2706, 0.2706],
  "e_homo_ev": [-9.494, -9.492],
  "relative_energy_kj_mol": 549.2,
  "e_lumo_ev": [-2.13, -2.13]
}

=====

No. 17
{
  "formula": "C3H4S",
  "method": "ωB97M-V/def2-TZVPD",
  "species": ["C", "C", "C", "S", "H", "H", "H", "H"],
  "positions_angstrom": [[0.11493, -0.13215, 0.20259], [0.48607, 0.00922, -1.46719], [-1.24637, 0.60359, 0.42922], [-1.19341, 0.91651, -1.38237], [0.06103, -1.20066, 0.41792], [0.94962, 0.33122, 0.55443], [1.21466, 0.73094, -1.82950], [-2.20078, 0.39668, 0.96437]],
  "nbo_charge": [-0.488, -0.345, -0.330, 0.297, 0.232, 0.226, 0.183, 0.225],
  "homo_lumo_gap_ha": [0.2838, 0.3173],
  "e_homo_ev": [-8.347, -8.853],
  "relative_energy_kj_mol": 388.9,
  "e_lumo_ev": [-0.62, -0.22]
}

=====

No. 18
{
  "formula": "C3H4S",
  "method": "ωB97M-V/def2-TZVPD",
  "species": ["C", "C", "H", "H", "C", "S", "H", "H"],
  "positions_angstrom": [[0.09206, -0.34739, 1.04023], [0.32610, -1.49275, 0.81985], [-0.33734, 0.52908, 1.38387], [0.39657, -2.57045, 0.43739], [-0.58351, 1.39036, -0.96151], [-1.86312, 2.03840, -0.24610], [-0.18939, 1.80525, -1.87863], [-0.12715, 0.48600, -0.51468]],
  "nbo_charge": [-0.291, -0.218, 0.243, 0.259, -0.457, 0.064, 0.193, 0.207],
  "smiles": "C#C.C=S",
  "homo_lumo_gap_ha": 0.3132,
  "e_homo_ev": -8.890,
  "relative_energy_kj_mol": 243.5,
  "e_lumo_ev": -0.37
}

=====

No. 19
{
  "formula": "C3H4S",
  "method": "ωB97M-V/def2-TZVPD",
  "species": ["C", "C", "S", "C", "H", "H", "H", "H"],
  "positions_angstrom": [[0.87158, -0.02105, -0.46699], [-0.42059, -0.39488, 0.72205], [-1.69219, -0.84872, -0.41983], [-0.48257, 0.52323, -0.44991], [1.20331, -0.97941, -0.86898], [1.54938, 0.60458, 0.19141], [-0.17561, -0.47708, 1.83702], [-0.85330, 1.59334, -0.54477]],
  "nbo_charge": [-0.406, -0.388, 0.165, -0.333, 0.238, 0.214, 0.267, 0.244],
  "smiles": "C1[C@@H]2S[C@H]12",
  "homo_lumo_gap_ha": 0.3262,
  "e_homo_ev": -8.006,
  "relative_energy_kj_mol": 206.6,
  "e_lumo_ev": 0.87
}

=====

No. 20
{
  "formula": "C3H4S",
  "method": "ωB97M-V/def2-TZVPD",
  "species": ["C", "C", "S", "C", "H", "H", "H", "H"],
  "positions_angstrom": [[0.82202, 0.11434, -0.13834], [-0.52449, 0.00418, -0.71408], [-1.39321, 0.98735, 0.53925], [-0.11323, -0.19372, 0.99548], [1.04347, 1.22825, -0.17920], [1.61964, -0.40717, -0.56288], [-0.95860, -0.63963, -1.39012], [-0.49561, -1.09359, 1.44990]],
  "nbo_charge": [-0.441, -0.296, 0.176, -0.336, 0.202, 0.232, 0.225, 0.239],
  "smiles": "C1[C@@H]2S[C@H]12",
  "homo_lumo_gap_ha": 0.3267,
  "e_homo_ev": -7.877,
  "relative_energy_kj_mol": 200.4,
  "e_lumo_ev": 1.01
}